Computed, not measured: a gas-phase ion, C4H12N2O (charge +1), with ωB97M-V with the def2-TZVPD basis set.

⟨S²⟩: 0.7571
Frontier orbital gap (alpha / beta), Eh: 0.443 / 0.238
ΔE to the lowest compared entry with this formula, charge and spin, eV: 0.938
HOMO energy (alpha / beta), eV: -14.82 / -14.42

Structure (ORCA input):
```
! wB97M-V def2-TZVPD RIJCOSX def2/J DEFGRID3
* xyz 1 2
C -0.443 -1.502 -0.307
N 0.354 -2.630 -0.620
C 0.308 -0.113 -0.545
C 0.330 0.179 -2.056
N -0.440 0.894 0.051
C -0.498 1.039 1.492
O 0.329 2.043 1.996
H -0.654 -1.510 0.746
H -1.364 -1.595 -0.864
H 0.718 -2.644 -1.567
H 1.142 -2.749 0.012
H 1.288 -0.047 -0.084
H -0.610 -0.115 -2.503
H 0.541 1.212 -2.281
H 1.094 -0.480 -2.481
H -1.263 1.153 -0.489
H -0.187 0.090 1.919
H -1.515 1.220 1.833
H 0.216 2.806 1.414
*
```

=====

Computed, not measured: 11 unconnected molecules or ions with the total composition C20H65N19O11, with ωB97M-V with the def2-TZVPD basis set.

⟨S²⟩: 0.7543
Frontier orbital gap (alpha / beta), Eh: 0.292 / 0.100
HOMO energy (alpha / beta), eV: -10.84 / -10.84

Structure (ORCA input):
```
! wB97M-V def2-TZVPD RIJCOSX def2/J DEFGRID3
* xyz 1 2
C 2.892 -14.893 -13.690
O 3.205 -15.947 -13.171
N 2.535 -14.692 -14.959
N 2.945 -13.756 -13.013
H 2.301 -13.756 -15.258
H 2.593 -15.394 -15.682
H 3.285 -13.721 -12.063
H 2.913 -12.910 -13.564
C 8.953 -8.992 -17.679
O 10.081 -9.379 -18.005
N 8.326 -8.134 -18.349
N 8.246 -9.617 -16.788
H 8.827 -7.563 -19.015
H 7.329 -7.975 -18.312
H 8.723 -10.357 -16.292
H 7.393 -9.146 -16.524
C 5.826 -12.723 -16.135
O 6.319 -11.775 -15.647
N 4.555 -12.779 -16.347
N 6.431 -13.767 -16.605
H 4.322 -13.365 -17.135
H 4.022 -12.035 -15.920
H 7.422 -13.783 -16.412
H 5.935 -14.610 -16.858
C 1.006 -11.035 -17.725
O 1.636 -11.913 -18.237
N 0.105 -10.248 -18.293
N 0.930 -10.893 -16.471
H -0.014 -10.340 -19.292
H -0.476 -9.690 -17.684
H 0.400 -10.068 -16.227
H 1.290 -11.591 -15.836
C 2.961 -10.649 -13.303
O 2.688 -11.415 -14.216
N 2.172 -9.778 -12.950
N 4.119 -10.704 -12.733
H 1.207 -9.980 -13.169
H 2.445 -8.971 -12.407
H 4.760 -11.334 -13.193
H 4.317 -10.229 -11.864
C 4.462 -15.497 -18.428
O 5.657 -15.604 -18.444
N 3.557 -16.460 -18.143
N 3.821 -14.398 -18.774
H 3.757 -17.432 -18.331
H 2.607 -16.125 -18.083
H 4.495 -13.677 -18.987
H 2.830 -14.244 -18.657
C 4.651 -8.734 -16.680
O 5.757 -8.237 -17.002
N 3.675 -8.000 -16.313
N 4.343 -9.926 -16.481
H 2.757 -8.413 -16.233
H 3.657 -6.998 -16.187
H 5.206 -10.434 -16.348
H 3.513 -9.992 -15.909
C 7.577 -12.100 -12.607
O 7.552 -12.255 -11.386
N 7.835 -12.994 -13.552
N 7.355 -10.961 -13.104
H 8.284 -13.810 -13.162
H 8.018 -12.800 -14.526
H 7.135 -10.183 -12.498
H 7.303 -10.847 -14.106
C 11.585 -11.054 -14.526
C 11.388 -12.507 -14.215
C 10.881 -13.247 -15.492
O 9.628 -12.648 -15.904
C 9.339 -12.745 -17.235
N 12.579 -13.099 -13.727
H 10.655 -10.509 -14.684
H 11.920 -10.949 -15.558
H 12.103 -10.380 -13.844
H 10.747 -12.597 -13.338
H 10.820 -14.314 -15.277
H 11.635 -13.120 -16.269
H 8.384 -12.337 -17.567
H 9.243 -13.801 -17.488
H 10.062 -12.194 -17.836
H 12.507 -14.089 -13.541
H 12.942 -12.589 -12.934
C 4.806 -10.263 -23.430
C 4.685 -11.139 -22.157
C 6.028 -11.790 -21.772
O 5.904 -12.757 -20.715
C 7.170 -13.083 -20.198
N 4.127 -10.351 -21.062
H 5.103 -10.965 -24.208
H 5.586 -9.566 -23.123
H 3.882 -9.723 -23.639
H 3.940 -11.862 -22.487
H 6.672 -10.953 -21.503
H 6.420 -12.376 -22.603
H 7.726 -13.650 -20.945
H 7.119 -13.702 -19.302
H 7.738 -12.190 -19.937
H 3.120 -10.413 -21.016
H 4.338 -10.940 -20.270
C 11.462 -19.166 -16.667
C 11.433 -17.938 -15.803
C 9.996 -17.382 -15.455
O 9.345 -17.061 -16.625
C 8.000 -16.709 -16.416
N 12.221 -18.215 -14.582
H 12.477 -19.237 -17.058
H 10.802 -19.137 -17.534
H 11.334 -20.130 -16.174
H 12.062 -17.191 -16.287
H 10.142 -16.463 -14.889
H 9.474 -18.134 -14.863
H 7.360 -17.433 -15.911
H 7.520 -16.441 -17.357
H 7.911 -15.773 -15.864
H 12.112 -19.192 -14.349
H 11.655 -17.761 -13.880
*
```

=====

> Among the records above, which one has the lowest ⟨S²⟩?

C20H65N19O11